(1)
48
Properties=species:S:1:pos:R:3:forces:R:3:lowdin_spin:R:1 method="wB97M-V/def2-TZVPD" total_energy_ev=-70103.435 s_squared=8.874 total_charge=0 spin_multiplicity=6
Os -0.072 -0.066 -0.141 -0.2 0.0 -1.0 1.87
C 0.857 4.352 -0.407 0.0 0.0 -0.1 0.00
C 0.856 4.822 -1.713 -0.1 -0.1 0.0 0.00
C 0.567 3.941 -2.738 -0.1 0.0 0.2 0.01
C 0.280 2.605 -2.449 0.0 0.2 0.2 0.02
N 0.282 2.175 -1.191 -0.1 -0.1 0.4 0.10
C 0.562 3.021 -0.201 0.2 0.3 0.3 0.01
C 0.035 0.191 -3.391 -0.4 -0.1 -0.2 0.03
C -0.484 -0.668 -4.320 0.0 0.5 0.3 0.09
C -0.341 -2.083 -4.385 -0.1 -0.5 0.1 0.04
C -0.151 -2.975 -3.374 0.0 0.1 -0.2 0.06
C -0.114 -2.616 -1.993 0.3 0.1 0.1 0.07
C 0.354 -1.420 -1.601 -0.5 -0.4 0.4 0.03
H 1.082 4.996 0.429 0.0 0.0 0.0 0.00
H 1.089 5.855 -1.926 0.0 0.1 0.0 0.00
H 0.577 4.269 -3.766 0.0 0.0 -0.1 0.00
H 0.572 2.591 0.799 -0.1 0.1 -0.1 0.01
H -0.987 -0.219 -5.169 0.0 0.1 -0.1 0.00
H -0.507 -2.501 -5.369 0.0 -0.1 -0.1 0.00
H -0.163 -4.030 -3.610 -0.1 -0.1 -0.1 0.00
H -0.475 -3.335 -1.271 -0.1 0.1 0.1 0.01
S -3.629 -2.318 1.535 0.0 0.8 0.1 0.44
Sb -3.219 -0.071 1.482 0.7 -0.8 -0.4 0.14
S -2.248 0.157 -0.814 0.3 -0.1 0.2 0.29
S -0.725 0.087 1.991 -0.3 0.0 0.4 0.27
C 4.517 -1.947 3.143 0.0 0.0 0.1 0.07
C 5.081 -1.516 1.950 0.0 -0.1 0.2 0.00
C 4.291 -0.988 0.956 -0.2 0.1 -0.2 0.06
C 2.898 -0.871 1.129 0.8 -0.4 0.7 0.01
C 2.340 -1.332 2.329 -0.2 0.2 -0.4 0.06
C 3.145 -1.856 3.319 0.2 -0.1 0.1 -0.01
N 2.121 -0.339 0.124 -1.7 0.5 -0.7 0.33
N 2.786 0.083 -0.924 1.1 0.4 -0.4 0.21
C 2.159 0.300 -2.072 -0.9 -0.8 1.1 0.06
C 2.874 0.969 -3.082 0.3 0.3 -0.5 0.28
C 2.414 1.509 -4.294 0.3 0.0 0.0 0.02
C 1.137 1.844 -4.618 -0.2 0.1 -0.2 0.27
C 0.013 1.681 -3.624 0.0 -0.2 -0.2 0.02
C 0.833 -0.286 -2.295 0.6 0.2 -0.1 0.08
H 5.139 -2.356 3.925 0.1 -0.1 0.1 0.00
H 6.147 -1.602 1.793 0.1 0.0 0.0 0.00
H 4.718 -0.651 0.025 0.1 0.0 0.0 0.01
H 1.272 -1.285 2.478 0.0 0.0 0.0 0.01
H 2.696 -2.208 4.237 -0.1 0.0 0.1 0.00
H 3.932 1.053 -2.882 0.1 -0.1 0.0 0.01
H 3.182 1.739 -5.025 0.0 0.0 0.0 0.00
H 0.899 2.228 -5.599 0.1 0.0 -0.1 0.01
H -0.941 1.970 -4.077 0.1 0.0 0.0 0.00

(2)
36
Properties=species:S:1:pos:R:3:forces:R:3:lowdin_charge:R:1 method="wB97M-V/def2-TZVPD" total_energy_ev=-18893.356 total_charge=0 smiles=CO.CO.CO.CO.CO.CO spin_multiplicity=1
C 1.574 -0.413 4.027 0.2 -0.6 -0.1 -0.18
O 0.258 -0.455 4.485 -0.7 0.1 0.4 -0.12
H 1.553 -0.030 3.007 0.7 0.5 0.0 0.07
H 2.186 0.127 4.750 0.0 0.3 -0.4 0.08
H 1.958 -1.432 3.977 0.4 -0.2 -0.1 0.07
H -0.227 -0.761 3.715 -0.7 0.1 0.0 0.03
C -1.966 -2.135 -2.381 -1.5 0.3 0.7 -0.21
O -0.823 -2.435 -3.070 1.4 -0.7 -0.2 -0.11
H -2.157 -2.888 -1.617 0.2 -0.1 0.0 0.08
H -1.931 -1.173 -1.869 0.2 0.3 0.2 0.07
H -2.857 -2.098 -3.007 -0.1 -0.1 -0.3 0.08
H -0.765 -1.901 -3.865 -0.1 -0.1 -0.3 0.02
C 0.623 3.267 2.720 -1.4 -1.1 0.1 -0.15
O 1.454 3.073 1.613 1.0 0.4 -0.6 -0.13
H -0.071 4.087 2.543 0.2 0.3 0.4 0.09
H 0.007 2.368 2.711 -0.2 0.0 0.4 0.08
H 1.140 3.296 3.679 0.1 0.3 -0.1 0.09
H 1.913 3.902 1.461 0.3 -0.1 -0.3 0.09
C -0.891 0.418 -4.233 0.1 2.3 -0.2 -0.16
O -1.067 -0.649 -5.096 -0.3 -1.5 -0.3 -0.11
H -0.466 0.175 -3.259 0.1 -0.5 -0.4 0.05
H -0.259 1.127 -4.766 0.4 0.3 0.5 0.09
H -1.810 0.970 -4.034 -0.4 -0.2 0.1 0.09
H -1.185 -0.339 -5.997 0.0 0.0 0.1 0.11
C 1.197 0.593 -1.209 0.3 0.0 0.5 -0.12
O 0.880 0.615 0.179 -0.1 -0.5 -0.2 -0.14
H 2.265 0.694 -1.401 0.2 -0.1 0.2 0.08
H 0.893 -0.394 -1.558 -0.1 0.2 -0.2 0.08
H 0.712 1.405 -1.752 -0.3 -0.1 0.0 0.08
H 1.276 1.348 0.655 0.2 0.6 -0.1 0.04
C -0.590 -2.075 1.672 0.4 0.4 0.8 -0.14
O -1.096 -0.729 1.653 -0.4 -1.2 0.2 -0.14
H -1.121 -2.723 2.369 -0.6 0.3 -0.2 0.09
H -0.551 -2.542 0.688 0.0 0.1 0.0 0.08
H 0.399 -1.996 2.124 0.5 -0.5 -0.4 0.06
H -0.454 -0.296 1.085 0.2 0.8 -0.3 0.02

(3)
2
Properties=species:S:1:pos:R:3:forces:R:3:lowdin_spin:R:1 method="wB97M-V/def2-TZVPD" total_energy_ev=-2052.497 s_squared=0.751 total_charge=+1 spin_multiplicity=2
C 0.303 -0.453 0.365 0.2 -0.3 0.2 0.50
C -0.303 0.453 -0.365 -0.2 0.3 -0.2 0.50

(4)
12
Properties=species:S:1:pos:R:3:forces:R:3:lowdin_charge:R:1 method="wB97M-V/def2-TZVPD" total_energy_ev=-9260.229 total_charge=0 spin_multiplicity=1
C 1.714 -0.519 -0.422 -1.5 2.2 0.6 0.13
C 0.315 -0.179 -0.819 10.1 -0.5 -1.2 -0.31
C 0.092 0.686 -1.871 -1.7 3.6 -7.4 -0.19
C -0.597 -0.225 0.172 -1.5 -0.4 5.8 -0.38
C -0.281 -0.135 1.498 -2.3 0.7 2.6 0.11
C -1.962 -0.172 -0.079 -13.0 3.1 0.2 -0.13
H 1.522 -0.837 0.653 1.5 -0.5 -1.7 0.03
H 3.001 -0.072 -0.658 -4.9 -1.6 0.0 0.20
H 0.630 -0.018 2.087 0.5 0.0 -1.3 0.08
H -1.075 0.006 2.346 0.8 -0.7 -2.3 0.13
N -0.147 1.342 -2.858 1.3 -3.1 5.1 0.18
N -3.213 0.124 -0.047 10.7 -2.8 -0.6 0.16

(5)
117
Properties=species:S:1:pos:R:3:forces:R:3:lowdin_charge:R:1 method="wB97M-V/def2-TZVPD" total_energy_ev=-99845.326 total_charge=+1 spin_multiplicity=1
C -3.835 2.225 2.215 0.8 -0.4 -0.1 0.18
C -2.738 1.809 1.938 -0.7 0.4 0.1 -0.24
C -1.440 1.300 1.544 -0.2 -0.1 -0.1 -0.72
I -0.031 2.921 2.031 0.1 0.1 0.0 1.03
C -1.393 1.002 0.029 0.0 -0.1 -0.1 -0.17
C -0.860 -0.390 -0.289 -0.1 0.2 0.1 -0.18
C 0.489 -0.719 0.380 -0.3 -0.4 -0.2 -0.47
C 1.527 0.289 -0.193 -0.1 -0.1 0.1 -0.65
I 3.322 0.543 0.997 0.0 0.1 0.1 1.04
C 1.927 0.008 -1.627 0.4 0.4 -0.1 -0.35
C 2.811 1.105 -2.229 -0.1 0.1 -0.2 -0.11
P 0.861 -2.457 -0.320 0.2 0.1 -0.2 1.07
C -0.388 -3.614 0.345 -0.1 0.1 0.2 -0.27
C 2.496 -3.089 0.293 0.0 -0.3 0.0 -0.40
C 2.488 -4.404 1.075 0.1 0.1 0.1 -0.14
N 0.323 -0.441 1.918 0.0 0.4 0.1 -0.06
C 0.986 -1.466 2.785 0.2 -0.2 0.1 -0.22
C 1.014 -1.123 4.261 0.2 0.2 0.0 -0.18
C 1.826 -2.222 4.977 0.0 0.0 -0.2 -0.07
C 1.221 -2.743 6.259 0.0 0.4 -0.1 -0.52
O 1.080 -3.895 6.501 0.1 -0.4 0.2 0.16
O 0.930 -1.788 7.184 -0.4 -0.2 0.2 0.11
C -1.012 0.089 2.420 0.1 0.2 -0.1 -0.32
P -2.390 -1.090 2.908 0.0 -0.6 0.2 0.23
O -3.193 -0.199 3.946 0.2 0.0 0.0 -0.16
O -3.380 -1.113 1.661 0.2 -0.1 -0.1 -0.17
S -1.922 -2.829 3.578 0.0 0.3 -0.3 0.45
H -4.788 2.566 2.545 0.0 0.1 0.0 0.06
H -2.403 1.096 -0.364 0.0 0.0 0.0 0.13
H -0.795 1.750 -0.482 -0.1 0.1 0.0 0.09
H -0.738 -0.476 -1.370 0.0 0.0 0.0 0.10
H -1.610 -1.132 -0.023 0.0 -0.1 0.1 0.09
H 1.101 1.289 -0.161 0.1 0.1 0.2 0.02
H 1.018 -0.043 -2.229 0.0 -0.3 0.1 0.09
H 2.467 -0.934 -1.665 -0.1 -0.2 -0.2 0.05
H 2.564 1.229 -3.284 0.1 0.0 0.0 0.08
H 3.868 0.854 -2.168 0.0 0.1 0.2 0.06
H 2.642 2.077 -1.762 0.1 0.0 0.1 0.07
H -0.528 -4.365 -0.433 0.0 -0.1 0.1 0.05
H -1.343 -3.116 0.482 -0.1 0.0 -0.1 0.01
H -0.140 -4.097 1.283 0.0 -0.1 0.1 0.01
H 3.049 -2.330 0.839 0.0 0.1 0.0 0.01
H 3.052 -3.242 -0.635 0.0 0.1 0.1 0.04
H 3.497 -4.615 1.429 0.0 0.0 -0.1 0.08
H 2.182 -5.241 0.449 -0.1 0.0 0.0 0.08
H 1.851 -4.380 1.959 -0.1 0.0 0.0 0.05
H 0.924 0.392 2.057 0.0 0.0 -0.1 0.01
H 0.555 -2.439 2.598 -0.3 0.0 0.0 0.06
H 2.016 -1.493 2.447 0.1 0.0 -0.2 0.05
H 0.011 -1.031 4.678 -0.1 -0.2 0.0 0.07
H 1.511 -0.156 4.393 0.0 0.0 0.0 0.13
H 2.816 -1.834 5.220 0.0 0.0 0.0 0.14
H 1.967 -3.087 4.331 0.0 0.0 0.0 0.12
H 0.508 -1.022 6.780 0.3 0.2 0.0 0.10
H -0.760 0.553 3.376 0.1 -0.3 0.1 0.08
H -2.695 0.491 4.397 -0.2 0.1 0.1 0.09
H -3.583 -2.036 1.445 -0.2 0.1 0.0 0.08
C -3.630 6.043 3.024 0.0 -0.1 -0.1 -0.05
C -4.758 5.664 3.968 0.2 0.1 0.1 -0.49
C -4.741 6.502 5.232 -0.1 0.0 0.1 -0.06
O -4.687 4.267 4.300 -0.1 0.0 -0.1 -0.08
H -2.662 5.880 3.509 0.0 0.0 0.0 0.08
H -3.659 5.434 2.119 0.0 0.0 0.0 0.07
H -3.699 7.094 2.742 0.0 0.0 0.0 0.08
H -5.714 5.791 3.460 0.0 0.0 0.0 0.13
H -3.805 6.347 5.779 0.0 0.0 0.0 0.08
H -5.560 6.214 5.891 0.0 0.0 0.0 0.08
H -4.837 7.561 4.999 0.0 0.0 0.0 0.07
H -3.853 4.130 4.762 0.0 0.0 0.0 0.08
C 0.410 -1.534 -5.896 -0.1 0.1 0.0 -0.05
C 0.225 -1.692 -4.398 0.0 -0.1 -0.1 -0.49
C -0.261 -3.076 -4.002 -0.1 0.1 0.1 -0.05
O -0.662 -0.688 -3.881 0.1 0.0 0.1 -0.07
H -0.543 -1.683 -6.412 0.0 -0.1 0.0 0.09
H 0.769 -0.534 -6.135 0.0 0.0 0.0 0.08
H 1.129 -2.257 -6.278 0.0 -0.1 0.0 0.08
H 1.175 -1.499 -3.892 0.0 0.0 0.0 0.12
H -1.234 -3.307 -4.445 0.0 0.1 -0.1 0.09
H -0.371 -3.090 -2.919 0.0 -0.2 0.1 0.03
H 0.445 -3.850 -4.306 0.0 0.0 0.0 0.08
H -1.519 -0.810 -4.305 0.0 0.0 0.0 0.09
C 6.804 -2.040 -2.183 0.0 0.1 0.1 -0.05
C 5.638 -3.005 -2.058 0.1 0.0 -0.1 -0.48
C 5.642 -4.059 -3.152 -0.1 0.0 0.0 -0.05
O 4.397 -2.282 -2.066 0.1 0.1 -0.1 -0.10
H 6.755 -1.512 -3.139 0.0 0.0 0.0 0.09
H 6.778 -1.298 -1.385 0.0 0.0 0.0 0.08
H 7.758 -2.567 -2.136 0.0 0.0 0.0 0.08
H 5.674 -3.492 -1.082 -0.1 0.0 0.0 0.14
H 5.545 -3.587 -4.133 0.0 0.0 0.0 0.07
H 4.798 -4.740 -3.035 0.0 0.0 0.0 0.08
H 6.564 -4.641 -3.138 0.0 0.0 0.0 0.09
H 4.339 -1.840 -2.923 0.0 0.0 0.0 0.09
C -8.523 7.767 2.767 0.1 -0.1 0.0 -0.06
C -7.696 8.756 3.573 -0.1 0.1 -0.1 -0.50
C -8.185 10.183 3.388 0.1 0.0 0.0 -0.06
O -6.311 8.650 3.231 0.0 -0.1 0.0 -0.07
H -8.449 7.996 1.700 0.0 0.0 0.0 0.08
H -8.163 6.750 2.919 0.0 0.0 0.0 0.07
H -9.575 7.808 3.051 0.0 0.0 0.0 0.08
H -7.741 8.490 4.630 0.0 0.0 0.0 0.14
H -8.103 10.476 2.337 0.0 0.0 0.0 0.08
H -7.584 10.874 3.978 0.0 0.0 0.0 0.08
H -9.228 10.285 3.688 0.0 0.0 0.0 0.08
H -6.219 8.882 2.300 0.0 0.0 0.0 0.09
C 4.594 -4.425 -8.639 -0.1 0.1 0.0 -0.06
C 4.948 -4.749 -7.197 0.0 -0.1 -0.1 -0.51
C 5.531 -6.145 -7.054 0.0 0.0 0.1 -0.06
O 3.805 -4.592 -6.349 0.0 0.1 0.1 -0.07
H 3.839 -5.125 -9.007 0.0 0.0 0.0 0.08
H 4.185 -3.418 -8.717 0.0 0.0 0.0 0.08
H 5.468 -4.497 -9.286 0.0 0.0 0.0 0.08
H 5.668 -4.016 -6.827 0.0 0.0 0.0 0.13
H 4.802 -6.892 -7.379 0.0 0.0 0.0 0.08
H 5.783 -6.351 -6.014 0.0 0.0 0.0 0.07
H 6.429 -6.262 -7.660 0.0 0.0 0.0 0.08
H 3.137 -5.224 -6.641 0.0 0.0 0.0 0.08

(6)
28
Properties=species:S:1:pos:R:3:forces:R:3:lowdin_charge:R:1 method="wB97M-V/def2-TZVPD" total_energy_ev=-31242.183 total_charge=-1 spin_multiplicity=1
Cl 0.005 -0.198 -0.079 -1.1 0.8 -0.1 0.68
O -2.613 1.357 -0.082 -0.7 0.6 -0.3 -0.07
H -1.959 0.658 -0.050 0.1 -0.2 0.2 -0.08
H -3.304 1.013 -0.649 -0.1 -0.1 -0.2 0.03
O 0.175 2.475 0.908 0.0 1.2 0.7 -0.09
H 1.026 2.650 0.505 0.3 0.1 -0.1 0.04
H -0.099 1.638 0.533 -0.4 0.3 -0.2 -0.11
O 2.484 -1.291 -0.922 1.6 -1.0 -0.3 -0.11
H 1.748 -0.873 -0.473 0.5 0.0 -0.8 -0.12
H 2.093 -2.032 -1.384 -0.3 -0.1 -0.1 0.02
O 0.043 1.647 -2.140 0.3 0.8 -1.3 -0.09
H -0.841 1.914 -2.392 -0.2 0.2 0.1 0.03
H -0.088 1.050 -1.404 -0.1 0.0 -0.2 -0.14
O 1.134 -1.469 2.030 0.6 -0.9 1.1 -0.09
H 1.331 -0.609 2.402 -0.1 0.2 0.3 0.03
H 1.140 -1.328 1.083 0.2 -0.4 0.1 -0.07
O 2.378 0.778 0.388 1.8 1.6 0.7 -0.12
H 1.422 0.756 0.424 0.5 0.3 0.3 -0.13
H 2.658 0.171 1.072 0.4 -0.1 0.0 0.03
O -2.101 -1.855 -0.380 -1.6 -0.9 -0.3 -0.10
H -1.333 -1.450 0.025 -0.3 -0.2 0.5 -0.11
H -2.832 -1.596 0.182 -0.2 0.0 0.3 0.04
O -1.173 0.470 2.202 -1.0 0.0 1.7 -0.12
H -0.586 1.222 2.278 0.1 0.4 0.0 0.01
H -0.707 -0.141 1.631 0.0 -0.2 0.7 -0.11
O 0.110 -2.023 -1.851 0.1 -2.1 -1.9 -0.13
H 0.171 -1.500 -2.651 0.0 0.2 -0.2 0.05
H -0.283 -1.434 -1.208 -0.1 -0.5 -1.0 -0.16